Entry 1:
Here is 4 unconnected molecules or ions with the total composition C38H33BrN2O13 from the Open Molecules 2025 dataset. Energies are from wB97M-V/def2-TZVPD.

The geometry in XYZ format:
```
87
C38H33BrN2O13 wB97M-V/def2-TZVPD
Br 5.5514 -0.4343 1.2477
O -10.0221 6.3497 1.1541
O 1.9740 -1.2564 4.0605
O 5.6309 -1.0744 7.9085
O 0.7849 -2.6108 -3.9291
O 3.0530 -3.5544 -5.1534
O 0.9758 0.9644 -7.0185
O -4.4001 2.0795 -0.3222
O -6.0181 4.0006 0.2525
O 1.1094 -1.6283 6.6390
O 6.4809 -0.6140 5.3396
O -7.5754 2.2566 -1.1854
O -11.5902 4.5564 -0.2091
O 3.1919 -0.0266 -8.2992
N -3.1334 0.0200 0.3836
N 4.1855 -3.5025 -0.1915
C -3.0283 2.6088 -0.3775
C 4.7705 -1.1034 7.0350
C 2.1710 -1.8716 -1.1126
C 0.8227 -0.7997 -5.4508
C 2.5776 -2.5198 -5.6077
C 3.1725 -1.8209 -6.7576
C -4.4571 0.7730 0.3770
C 5.6306 -3.9914 -0.4203
C -0.6635 3.8531 0.7695
C -2.1880 -0.0280 1.6024
C 3.3261 -3.9469 0.9749
C 1.1935 -2.2974 0.1747
C 6.6019 -2.1672 1.3557
C 2.8286 -1.1941 4.9373
C 1.3534 -1.9353 -4.9933
C -8.1588 3.1856 -0.6381
C 6.7101 -2.7414 -0.1881
C 2.6395 -0.6871 -7.2172
C -9.6173 3.3579 -0.7264
C 3.6752 -2.5099 -1.2545
C -0.2680 -1.5571 0.2367
C -1.2889 -1.5551 -1.0523
C 1.4319 -0.0885 -6.5853
C -0.7352 -0.7928 1.6203
C 2.4440 -1.3956 6.3618
C -2.2341 3.3242 0.9019
C 4.2425 -0.9191 4.6375
C -10.2196 4.3899 -0.1324
C -2.1403 2.5059 -1.7790
C -2.7090 -0.7370 -0.8913
C -0.5924 3.0164 -1.9566
C -7.3852 4.1827 0.1524
C -7.9873 5.2166 0.7434
C 5.1509 -0.8746 5.6140
C 1.7883 -3.3853 1.2474
C 3.3530 -1.3544 7.3378
C 0.1686 3.6832 -0.6663
C -9.4425 5.4018 0.6346
H -0.0655 -0.3625 -5.0122
H -2.5132 0.5211 2.5940
H -0.0841 -0.7390 2.6128
H 1.2938 4.0100 -0.8122
H -2.7043 1.9891 -2.6935
H -5.8253 3.1858 -0.2606
H -11.7824 5.3746 0.2989
H 5.8626 -4.9190 0.2879
H 7.7964 -3.1670 -0.3273
H 3.0877 -1.5013 8.3772
H -7.4369 5.9500 1.3192
H 4.5055 -0.7569 3.6001
H -10.1696 2.6162 -1.2890
H -0.0506 4.3388 1.6504
H 7.6562 -2.0266 1.8769
H 4.0514 -2.2660 -7.2060
H 6.9360 -0.6365 6.2096
H -0.0745 2.8580 -3.0032
H -1.0866 -2.0633 -2.0930
H 3.8026 -4.7029 1.7378
H 5.7312 -4.2899 -1.5556
H -3.4663 -0.6836 -1.7851
H -2.8290 3.4460 1.9247
H 4.3254 -2.1863 -2.1787
H -4.8451 0.9785 1.4722
H -5.3022 0.1278 -0.1659
H 2.6277 0.7654 -8.4371
H 0.6554 -1.6118 5.7684
H 6.0011 -2.9546 2.0056
H 1.7675 -1.0882 -1.9165
H 1.1122 -3.7107 2.1463
H 1.3526 -3.3994 -3.7874
H 6.5350 -1.8467 -0.9426
```

Calculated values
orbital gap: 4.65 eV
M: 805.59 g mol⁻¹
net charge: +2

***

Entry 2:
Here is a single C5H8F3N3O molecule from the Open Molecules 2025 dataset. Energies are from wB97M-V/def2-TZVPD.

The geometry in XYZ format:
```
20
C5H8F3N3O wB97M-V/def2-TZVPD
F -1.8621 -0.0378 1.5364
F -2.6593 1.0457 -0.1027
F -3.2350 -1.0173 0.1619
O 2.4117 -0.3739 0.4416
N 0.9770 1.0075 -0.9077
N 0.1579 -0.9545 0.0124
N -0.0353 0.9255 -1.7032
C 0.3720 -1.9612 1.0029
C -1.0499 -0.6628 -0.6154
C 1.3008 2.2360 -0.1111
C -2.2171 -0.1779 0.2619
C 1.3261 -0.2196 -0.1118
H 0.2911 0.3172 -2.5444
H 0.2393 -1.5414 2.0420
H 0.4817 2.3950 0.5984
H 2.2280 2.1306 0.3310
H -1.3216 -1.1276 -1.5096
H 1.4160 -2.1149 1.1036
H -0.1876 -2.8904 0.9237
H 1.3665 3.0217 -0.8098
```

Calculated values
ΔE to the lowest compared entry with this formula, charge and spin: 59.3 kcal/mol
orbital gap (alpha / beta): 8.69 / 8.69 eV
M: 183.13 g mol⁻¹

***

Entry 3:
Here is a single C4H4N2O3 molecule from the Open Molecules 2025 dataset. Energies are from wB97M-V/def2-TZVPD.

The geometry in XYZ format:
```
13
C4H4N2O3 wB97M-V/def2-TZVPD
O 1.9192 -0.9785 -1.1576
O -1.3856 -0.1909 2.7429
O -0.1433 -1.2646 -2.0839
N 0.0449 -1.1598 0.4348
N -0.0288 1.8725 -1.0883
C -0.9276 0.5738 1.9235
C 0.1093 0.7726 -0.5180
C -0.2409 0.0869 0.7080
C 0.5545 -0.8372 -1.1853
H -0.4394 -1.9308 0.8933
H -0.9973 1.6680 2.0319
H 2.2003 -1.1433 -2.0693
H -0.6654 2.5312 -0.6320
```

Calculated values
ΔE to the lowest compared entry with this formula, charge and spin: 96.6 kcal/mol
orbital gap (alpha / beta): 6.60 / 6.60 eV
M: 128.09 g mol⁻¹

***

Entry 4:
Here is 2 unconnected molecules or ions with the total composition C8H10F3N2O2 from the Open Molecules 2025 dataset. Energies are from wB97M-V/def2-TZVPD.

The geometry in XYZ format:
```
25
C8H10F3N2O2 wB97M-V/def2-TZVPD
F 3.5077 -0.0073 1.6120
F 3.0437 1.0066 -0.8542
F 3.4619 -1.1235 -1.1210
O -0.0559 -0.8225 0.2381
O -1.6884 -2.3581 0.4727
N -1.5712 0.5144 -1.6119
N -2.1582 1.5047 -0.9922
C -0.6184 0.9161 -2.4756
C -3.0096 1.2796 -0.0345
C 0.0556 1.3367 -3.4072
C 2.5350 -0.6552 1.0064
C -1.7675 -0.9062 -1.4360
C 2.6758 -2.2016 1.1832
C -1.1097 -1.4469 -0.0995
C 2.6121 -0.2714 -0.4921
H -3.6187 2.0931 0.2424
H 1.4437 -0.3905 1.3953
H 2.2527 -2.5839 2.1672
H -3.1452 0.2420 0.4371
H 3.7322 -2.4322 1.2872
H 2.3406 -2.7356 0.3659
H -1.3330 -1.4297 -2.3486
H -2.8568 -1.2117 -1.4619
H 1.5732 -0.4551 -0.8592
H 0.7971 1.8584 -3.8719
```

Calculated values
ΔE to the lowest compared entry with this formula, charge and spin: 12.2 kcal/mol
orbital gap: 8.41 eV
M: 223.17 g mol⁻¹
net charge: -1